(1)
{
  "formula": "C26H40NO",
  "method": "the ωB97M-V functional and the def2-TZVPD basis",
  "elements": ["C", "C", "C", "C", "C", "C", "C", "C", "C", "O", "C", "C", "C", "C", "N", "C", "C", "C", "C", "C", "C", "C", "C", "C", "C", "C", "C", "C", "H", "H", "H", "H", "H", "H", "H", "H", "H", "H", "H", "H", "H", "H", "H", "H", "H", "H", "H", "H", "H", "H", "H", "H", "H", "H", "H", "H", "H", "H", "H", "H", "H", "H", "H", "H", "H", "H", "H", "H"],
  "xyz": [[6.2644, -0.2245, 0.6692], [5.4279, -1.3823, 1.1998], [4.0778, -0.9030, 1.7296], [3.2162, -2.0306, 2.2986], [2.6120, -2.9440, 1.2207], [1.6282, -2.1986, 0.3698], [1.9826, -1.7011, -0.8782], [1.0737, -0.9772, -1.6252], [-0.2028, -0.7357, -1.1358], [-1.0856, 0.0563, -1.8683], [-1.6193, -0.5503, -3.0352], [-2.4972, 0.4570, -3.7746], [-1.7259, 1.6245, -4.4043], [-1.6633, 2.8966, -3.5463], [-0.9149, 2.7123, -2.3166], [0.4127, 2.5434, -2.3764], [1.1542, 2.2802, -1.2526], [0.5302, 2.1799, -0.0048], [1.2947, 1.8328, 1.2137], [-0.8484, 2.3963, 0.0269], [-1.5380, 2.6408, -1.1371], [-0.5882, -1.2285, 0.1122], [-1.9741, -0.9871, 0.6421], [-1.9879, -0.4773, 2.0873], [-3.3375, 0.1184, 2.4883], [-4.4615, -0.9148, 2.5365], [-5.7590, -0.3070, 3.0548], [0.3448, -1.9541, 0.8406], [7.2264, -0.5817, 0.3115], [6.4428, 0.5091, 1.4524], [5.7557, 0.2713, -0.1560], [5.9717, -1.8818, 2.0035], [5.2780, -2.1095, 0.4002], [3.5338, -0.4002, 0.9252], [4.2575, -0.1690, 2.5190], [3.8229, -2.6367, 2.9729], [2.4007, -1.5989, 2.8848], [3.4077, -3.3549, 0.6004], [2.1061, -3.7745, 1.7162], [2.9696, -1.8878, -1.2732], [1.3516, -0.5961, -2.5977], [-2.2240, -1.4216, -2.7512], [-0.8092, -0.8993, -3.6888], [-3.0072, -0.0935, -4.5649], [-3.2596, 0.8312, -3.0900], [-2.2166, 1.9126, -5.3346], [-0.7161, 1.2973, -4.6560], [-1.1849, 3.6900, -4.1272], [-2.6763, 3.2155, -3.2956], [0.8729, 2.6213, -3.3503], [2.2195, 2.1373, -1.3398], [0.8257, 2.2354, 2.1076], [1.3200, 0.7445, 1.3089], [2.3226, 2.1802, 1.1513], [-1.3880, 2.3480, 0.9591], [-2.6082, 2.7827, -1.1330], [-2.5352, -1.9231, 0.5877], [-2.4726, -0.2607, -0.0033], [-1.7508, -1.2939, 2.7699], [-1.2109, 0.2826, 2.2055], [-3.6115, 0.9141, 1.7890], [-3.2380, 0.5703, 3.4782], [-4.6314, -1.3236, 1.5389], [-4.1634, -1.7380, 3.1888], [-6.0868, 0.5072, 2.4115], [-5.6233, 0.0851, 4.0601], [-6.5451, -1.0567, 3.0842], [0.0582, -2.3567, 1.8003]],
  "mulliken_charge": [-1.355, -0.396, 0.097, -0.867, -1.552, 0.052, -0.933, -0.731, 0.274, 0.201, -0.663, -0.783, -0.494, -1.002, 0.167, -0.109, -0.910, 1.356, -1.429, -0.708, -0.120, 0.480, -0.971, -0.381, -0.961, -0.302, -1.376, -0.173, 0.404, 0.322, 0.271, 0.357, 0.234, -0.355, 0.597, 0.486, 0.372, 0.458, 0.457, 0.415, 0.578, 0.240, 0.423, 0.476, 0.279, 0.415, 0.350, 0.387, 0.372, 0.432, 0.446, 0.445, 0.026, 0.495, 0.507, 0.347, 0.537, 0.108, 0.467, 0.283, 0.214, 0.508, 0.271, 0.313, 0.326, 0.343, 0.389, 0.592],
  "molar_mass_da": 382.6,
  "orbital_gap_ev": 7.82,
  "total_charge": 1,
  "largest_force_ev_per_a": 1.1,
  "smiles": "CCCCCc1ccc(OCCCC[n+]2ccc(C)cc2)c(CCCCC)c1"
}

***

(2)
{
  "formula": "C6H10O",
  "method": "the ωB97M-V functional and the def2-TZVPD basis",
  "elements": ["C", "C", "C", "C", "C", "C", "O", "H", "H", "H", "H", "H", "H", "H", "H", "H", "H"],
  "xyz": [[-0.9879, 1.8828, 0.6501], [-1.4069, 0.6636, -0.1276], [-0.5116, -0.5807, 0.0978], [-0.6600, -1.5079, -0.9941], [0.7622, -1.0406, -0.7761], [2.0708, -0.8554, 0.1145], [2.4600, 0.2863, 0.5696], [-1.7391, 2.6668, 0.6839], [-0.9981, 1.5906, 1.7311], [0.0201, 2.1720, 0.3699], [-2.4486, 0.3052, -0.0553], [-1.2847, 0.8807, -1.1999], [-0.0548, -0.5320, 1.1077], [-1.0436, -2.4910, -0.7656], [1.0230, -0.5537, -1.7203], [2.8575, -1.2289, -0.5709], [1.9417, -1.6577, 0.8854]],
  "mulliken_charge": [-1.163, -0.376, -0.180, -0.424, 0.014, -0.546, -0.544, 0.374, 0.292, 0.289, 0.318, 0.304, 0.463, 0.289, 0.306, 0.289, 0.298],
  "molar_mass_da": 98.1,
  "orbital_gap_ev": 5.94,
  "total_charge": 0,
  "largest_force_ev_per_a": 7.5
}

***

(3)
{
  "formula": "C22H27F4N2OPt",
  "method": "the ωB97M-V functional and the def2-TZVPD basis",
  "elements": ["Pt", "C", "C", "N", "C", "C", "C", "C", "N", "C", "C", "F", "C", "F", "C", "C", "F", "C", "F", "H", "H", "H", "H", "H", "H", "H", "H", "H", "H", "H", "H", "H", "H", "H", "C", "C", "C", "C", "C", "C", "C", "O", "C", "C", "C", "H", "H", "H", "H", "H", "H", "H", "H", "H", "H", "H", "H"],
  "xyz": [[-0.2340, 0.6492, -0.3581], [-2.5730, -2.5729, -2.2718], [-1.6761, -1.6788, -1.4160], [-1.4462, -0.3009, -1.9329], [-2.6895, 0.5204, -2.0581], [-3.4064, 0.4664, -3.4093], [-0.6277, -0.2163, -3.1532], [0.8064, -0.6854, -2.9612], [1.3215, -0.3274, -1.6563], [2.6234, -0.5240, -1.3516], [3.1016, -0.5099, -0.0055], [2.2492, -0.4045, 0.9457], [4.4624, -0.6883, 0.3543], [4.7653, -0.6629, 1.5964], [5.4360, -0.8977, -0.5971], [5.0318, -0.9445, -1.9169], [5.8851, -1.1443, -2.8397], [3.6629, -0.7845, -2.3017], [3.3956, -0.8483, -3.5513], [-2.5695, -3.5669, -1.8261], [-2.2077, -2.6655, -3.2946], [-3.6039, -2.2257, -2.2862], [-0.7040, -2.1612, -1.2968], [-2.1275, -1.5828, -0.4259], [-2.4182, 1.5661, -1.8777], [-3.3744, 0.1981, -1.2752], [-2.8578, 0.9659, -4.2055], [-4.3564, 0.9873, -3.2993], [-3.6226, -0.5563, -3.7137], [-0.6176, 0.8298, -3.4607], [-1.0797, -0.7921, -3.9624], [1.3945, -0.2499, -3.7719], [0.9026, -1.7722, -3.0884], [6.4765, -1.0365, -0.3218], [-4.3805, 0.0182, 5.7715], [-3.2595, 0.5310, 4.9517], [-2.0174, 0.8219, 5.5191], [-0.9414, 1.2539, 4.7667], [0.3553, 1.5447, 5.4547], [-1.1207, 1.3986, 3.3566], [0.0065, 1.7572, 2.5779], [0.1274, 1.8145, 1.3197], [-2.4088, 1.1930, 2.7757], [-2.6675, 1.5166, 1.3424], [-3.4363, 0.7529, 3.5711], [-4.1155, -0.1076, 6.8169], [-4.7419, -0.9340, 5.3729], [-5.2473, 0.6819, 5.7000], [-1.8992, 0.7065, 6.5889], [0.2444, 1.4640, 6.5324], [0.7037, 2.5571, 5.2379], [1.1450, 0.8511, 5.1580], [0.8955, 2.0361, 3.1548], [-2.3778, 2.5428, 1.1136], [-3.7139, 1.3861, 1.0736], [-2.0554, 0.8522, 0.6847], [-4.4211, 0.6099, 3.1415]],
  "mulliken_charge": [0.828, -1.337, -0.450, 0.358, -0.465, -1.371, -0.998, -1.000, -0.150, 0.170, 0.528, -0.217, -0.007, -0.163, -0.279, 0.001, -0.143, 0.859, -0.174, 0.435, 0.326, 0.340, 0.392, 0.392, 0.303, 0.392, 0.370, 0.438, 0.323, 0.582, 0.437, 0.621, 0.561, 0.548, -1.489, 0.443, -0.855, 0.977, -1.849, 0.408, -0.303, -0.578, 1.595, -0.732, -0.963, 0.374, 0.371, 0.379, 0.359, 0.379, 0.418, 0.409, 0.486, 0.465, 0.475, -0.690, 0.470],
  "molar_mass_da": 606.5,
  "orbital_gap_ev": [7.42, 3.56],
  "total_charge": 3,
  "largest_force_ev_per_a": 1.6,
  "spin_multiplicity": 5
}

***

(4)
{
  "formula": "C3H3FIrO2",
  "method": "the ωB97M-V functional and the def2-TZVPD basis",
  "elements": ["H", "F", "O", "O", "C", "C", "C", "H", "H", "Ir"],
  "xyz": [[-0.6822, -0.0474, 2.0268], [0.5601, -2.7274, 0.3240], [0.1465, -0.2993, -1.0853], [-0.4758, 1.3563, 0.1947], [-0.6089, -0.8154, -0.0231], [-0.6232, 0.1698, 0.9511], [0.6091, 0.9490, -0.6089], [-1.3916, -1.5240, -0.2818], [1.2158, 0.6498, 0.5297], [1.2502, 2.2887, -2.0272]],
  "mulliken_charge": [0.370, -0.300, -0.207, -0.286, 0.327, -0.388, -0.286, 0.295, 0.440, 1.036],
  "molar_mass_da": 282.3,
  "orbital_gap_ev": [7.37, 4.78],
  "total_charge": 1,
  "largest_force_ev_per_a": 3.6,
  "spin_multiplicity": 5
}

***

(5)
{
  "formula": "C5H9FO2S",
  "method": "the ωB97M-V functional and the def2-TZVPD basis",
  "elements": ["C", "C", "C", "C", "C", "O", "O", "F", "S", "H", "H", "H", "H", "H", "H", "H", "H", "H"],
  "xyz": [[1.7082, -1.7388, -0.3080], [-1.6659, -1.2199, -0.7158], [-1.8521, 2.0236, -0.3911], [1.8076, 0.6194, 1.1710], [-0.7532, -0.5335, 0.1005], [-2.7682, -1.5313, -0.3511], [1.0330, 0.5034, -1.4743], [-0.8420, -0.6425, 1.5145], [0.9944, -0.2771, -0.2764], [1.4130, -2.4898, -0.9623], [2.1476, -2.0002, 0.6453], [-1.3584, -1.3836, -1.8647], [-1.7551, 2.4278, 0.6066], [-2.8849, 1.8607, -0.6874], [-1.1451, 2.3479, -1.1429], [2.8948, 0.1262, 1.1240], [1.7625, 1.6155, 0.9694], [1.2636, 0.2923, 2.0427]],
  "mulliken_charge": [-0.964, -0.106, -0.883, -1.134, 0.540, -0.456, -0.638, -0.318, 0.989, 0.342, 0.310, 0.225, 0.312, 0.324, 0.324, 0.362, 0.392, 0.379],
  "molar_mass_da": 152.2,
  "orbital_gap_ev": [6.74, 8.24],
  "total_charge": 0,
  "largest_force_ev_per_a": 5.5
}

***

(6)
{
  "formula": "C3H2O4Yb",
  "method": "the ωB97M-V functional and the def2-TZVPD basis",
  "elements": ["H", "C", "C", "O", "C", "O", "O", "Yb", "O", "H"],
  "xyz": [[-1.1398, -0.6688, 2.6277], [-0.0118, -0.4012, 2.3020], [-0.7037, 0.7037, 1.5942], [-0.2614, 0.6391, 0.3551], [-0.8346, 0.9071, -0.9907], [-1.7432, 1.6753, -1.1180], [-0.1218, 0.1968, -1.7424], [1.1601, -0.9596, -0.4072], [0.7404, -1.2816, 1.5741], [0.4729, 0.0486, 3.1957]],
  "mulliken_charge": [0.265, 0.050, -0.649, 0.001, 0.730, -0.492, -0.673, 1.133, -0.711, 0.345],
  "molar_mass_da": 275.1,
  "orbital_gap_ev": 6.73,
  "total_charge": 0,
  "largest_force_ev_per_a": 2.2
}

***

(7)
{
  "formula": "C24H28N2O5S",
  "method": "the ωB97M-V functional and the def2-TZVPD basis",
  "elements": ["C", "H", "O", "C", "C", "C", "C", "C", "C", "O", "C", "H", "H", "H", "H", "C", "H", "H", "C", "N", "C", "O", "C", "H", "H", "S", "O", "C", "C", "C", "O", "C", "N", "C", "C", "C", "C", "C", "C", "H", "H", "C", "H", "H", "H", "H", "H", "C", "H", "H", "H", "H", "H", "H", "H", "H", "H", "H", "H", "H"],
  "xyz": [[-2.3390, -4.5062, -1.4264], [-2.6370, -3.8740, -2.2694], [-1.6434, -3.7709, -0.4515], [-2.2848, -2.7213, 0.1416], [-3.5878, -2.3366, -0.1121], [-4.1450, -1.2462, 0.5399], [-3.4110, -0.5183, 1.4569], [-2.0995, -0.9111, 1.7252], [-1.5250, -1.9939, 1.0828], [-0.2471, -2.4299, 1.2716], [0.5566, -1.7681, 2.2160], [0.7215, -0.7187, 1.9495], [1.5118, -2.2911, 2.2055], [0.1263, -1.8236, 3.2214], [-1.5314, -0.3547, 2.4557], [-3.9843, 0.6841, 2.1596], [-3.1787, 1.2386, 2.6444], [-4.6819, 0.3605, 2.9370], [-4.7318, 1.6400, 1.2177], [-3.9482, 2.0290, 0.0674], [-3.0679, 3.0442, 0.1303], [-2.8889, 3.7457, 1.1046], [-2.3357, 3.2879, -1.1806], [-3.0480, 3.5562, -1.9609], [-1.6025, 4.0824, -1.0607], [-1.4448, 1.7952, -1.8205], [-2.4919, 0.7618, -1.9440], [-0.5626, 1.3947, -0.2368], [0.6944, 0.6577, -0.4966], [0.9284, -0.4877, -1.2114], [2.2565, -0.7474, -1.1314], [2.7793, 0.2418, -0.3754], [1.8826, 1.1009, 0.0183], [4.1922, 0.2796, -0.0777], [5.0501, -0.7125, -0.5495], [6.3977, -0.6576, -0.2555], [6.9217, 0.3779, 0.5102], [6.0578, 1.3640, 0.9787], [4.7098, 1.3213, 0.6924], [4.0356, 2.0816, 1.0531], [6.4529, 2.1733, 1.5759], [8.3878, 0.4475, 0.8075], [8.8817, 1.1005, 0.0869], [8.5625, 0.8546, 1.8009], [8.8465, -0.5360, 0.7414], [7.0561, -1.4308, -0.6252], [4.6515, -1.5209, -1.1435], [0.0580, -1.4056, -1.9794], [0.4526, -1.5417, -2.9854], [0.0282, -2.3785, -1.4892], [-0.9487, -1.0029, -2.0367], [-1.2685, 0.7952, 0.3401], [-0.3267, 2.3212, 0.2811], [-3.8432, 1.3542, -0.6861], [-4.9770, 2.5528, 1.7665], [-5.6550, 1.1842, 0.8554], [-5.1660, -0.9771, 0.3187], [-4.1883, -2.8765, -0.8259], [-3.2246, -4.9957, -1.0076], [-1.6414, -5.2665, -1.7745]],
  "mulliken_charge": [-1.033, 0.378, -0.432, 0.581, -0.770, -0.889, 0.365, -0.354, 1.133, -0.432, -1.014, 0.315, 0.245, 0.415, 0.358, -1.044, 0.350, 0.448, -1.117, 0.005, 0.539, -0.664, -0.777, 0.470, 0.415, 0.320, -0.663, 1.091, -0.166, 0.512, -0.453, 0.695, -0.582, 0.048, -0.650, -0.640, 1.012, -0.615, -0.629, 0.476, 0.379, -1.437, 0.272, 0.375, 0.368, 0.346, 0.463, -1.534, 0.512, 0.259, 0.149, -0.839, 0.762, 0.354, 0.475, 0.441, 0.332, 0.416, 0.402, 0.257],
  "molar_mass_da": 456.6,
  "orbital_gap_ev": 8.64,
  "total_charge": 0,
  "largest_force_ev_per_a": 1.6
}

***

(8)
{
  "formula": "C9H27N9O18",
  "method": "the ωB97M-V functional and the def2-TZVPD basis",
  "elements": ["C", "N", "O", "O", "H", "H", "H", "C", "N", "O", "O", "H", "H", "H", "C", "N", "O", "O", "H", "H", "H", "C", "N", "O", "O", "H", "H", "H", "C", "N", "O", "O", "H", "H", "H", "C", "N", "O", "O", "H", "H", "H", "C", "N", "O", "O", "H", "H", "H", "C", "N", "O", "O", "H", "H", "H", "C", "N", "O", "O", "H", "H", "H"],
  "xyz": [[-2.2387, -3.6137, 1.8966], [-3.3514, -2.7675, 2.4103], [-4.3001, -3.3223, 2.9825], [-3.4589, -1.6133, 1.9549], [-1.2944, -3.3635, 2.3801], [-2.1015, -3.5283, 0.8186], [-2.4897, -4.6629, 2.0523], [-0.9146, -3.7776, -1.4107], [0.0128, -4.2162, -2.5206], [1.0713, -3.6626, -2.6571], [-0.3748, -5.0478, -3.3170], [-0.1812, -3.7306, -0.6058], [-1.6285, -4.5512, -1.1280], [-1.2253, -2.7354, -1.4830], [3.7143, -1.0134, -1.8373], [4.8111, -0.6083, -2.7789], [5.0741, -1.3740, -3.6729], [5.3671, 0.4760, -2.5962], [3.1967, -1.9472, -2.0568], [3.0907, -0.1304, -1.6970], [4.1995, -1.0502, -0.8619], [1.0104, -0.1519, 5.1302], [0.0115, -0.7182, 4.2666], [0.4911, -1.1076, 3.2204], [-1.1583, -0.6696, 4.5422], [0.6379, 0.7580, 5.6008], [1.9010, 0.0829, 4.5473], [1.2701, -0.8374, 5.9368], [-1.0988, 0.9772, 0.6145], [0.0029, 0.2671, 0.0652], [-0.0929, -0.8242, -0.4035], [1.1011, 0.8224, 0.0435], [-1.1142, 2.0200, 0.2975], [-0.9091, 1.0106, 1.6874], [-1.9266, 0.2842, 0.4644], [-5.5722, -2.1766, -2.0121], [-4.2880, -2.3508, -1.2785], [-4.0380, -3.4834, -0.9182], [-3.5585, -1.4153, -1.0044], [-5.8323, -1.1181, -2.0115], [-6.1987, -2.6550, -1.2592], [-5.6482, -2.5958, -3.0154], [3.8124, 0.8296, 2.1748], [4.2579, 1.4224, 0.8483], [3.7087, 2.3890, 0.3651], [5.3349, 0.9582, 0.4940], [4.4774, 1.3279, 2.8803], [4.0682, -0.2259, 2.0817], [2.7458, 0.9819, 2.3396], [-1.7486, 4.5750, -3.6171], [-1.0353, 3.5105, -2.8688], [0.0636, 3.0921, -3.2109], [-1.6738, 2.9964, -1.9309], [-2.7711, 4.2788, -3.8514], [-1.1951, 4.7627, -4.5372], [-1.8786, 5.4248, -2.9471], [1.2963, 4.5092, -0.4108], [1.5035, 5.2216, 0.9055], [2.0555, 4.5559, 1.8133], [1.2286, 6.4031, 1.0574], [2.2813, 4.4784, -0.8765], [0.5614, 5.1195, -0.9357], [0.9381, 3.5107, -0.1601]],
  "mulliken_charge": [-0.553, 0.916, -0.564, -0.460, 0.260, 0.031, 0.364, -0.707, 0.875, -0.535, -0.565, 0.318, 0.324, 0.269, -0.490, 0.926, -0.563, -0.534, 0.317, 0.128, 0.221, -0.704, 0.914, -0.469, -0.511, 0.340, 0.166, 0.310, -0.591, 1.055, -0.555, -0.443, 0.176, 0.216, 0.146, -0.839, 0.808, -0.485, -0.440, 0.334, 0.345, 0.281, -0.766, 0.826, -0.457, -0.510, 0.391, 0.346, 0.141, -0.748, 0.803, -0.470, -0.470, 0.312, 0.300, 0.286, -0.237, 0.834, -0.501, -0.561, 0.276, 0.330, -0.161],
  "molar_mass_da": 549.4,
  "orbital_gap_ev": 9.73,
  "total_charge": 0,
  "largest_force_ev_per_a": 4.0,
  "smiles": "C[N+](=O)[O-].C[N+](=O)[O-].C[N+](=O)[O-].C[N+](=O)[O-].C[N+](=O)[O-].C[N+](=O)[O-].C[N+](=O)[O-].C[N+](=O)[O-].C[N+](=O)[O-]"
}